Density functional theory data (wB97M-V/def2-TZVPD) for C22H41AsFeGeN2O5 as an isolated structure.

As for the total charge: +3. As for the expectation value of S²: 8.7621. As for the calculated total energy: -6923.93007 a.u. The multiplicity is 6. As for the molecular weight: 616.956 g/mol.

Each line ends with the Löwdin spin population.
Element x y z (Å)
Fe: -0.924308 -1.874816 -0.724733  4.118
C: -0.613924 4.291674 3.773213  0.000
C: -0.741045 2.790681 3.550471  0.000
C: -1.720384 2.447970 2.433035  0.004
C: -1.908759 0.944476 2.234132  0.010
Ge: -0.326449 -0.030100 1.640514  0.036
C: 1.527652 -0.065311 2.233734  0.011
C: 2.374980 1.102545 1.713722  0.003
C: 3.822107 0.966187 2.197433  0.002
C: 3.983648 1.103235 3.707708  0.000
H: 0.062069 4.511437 4.596554  0.000
H: -1.582601 4.732602 4.013049  0.000
H: -0.250639 4.798748 2.876965  0.000
H: -1.053826 2.312066 4.482806  0.000
H: 0.248140 2.377972 3.304818  0.000
H: -1.392259 2.923737 1.504703  0.000
H: -2.700728 2.865680 2.675036  0.001
H: -2.701819 0.714083 1.517349  0.000
H: -2.168564 0.448939 3.175996  0.000
H: -0.872814 -1.575232 1.249578  0.034
H: 1.938388 -1.027610 1.919800  0.000
H: 1.476714 -0.063696 3.325358  0.001
H: 1.975632 2.054601 2.072685  0.000
H: 2.362514 1.112462 0.620259  0.000
H: 4.407006 1.745572 1.706039  0.000
H: 4.245295 0.015526 1.858279  0.000
H: 3.486444 2.000762 4.079845  0.000
H: 5.038148 1.145486 3.972369  0.000
H: 3.575034 0.248190 4.251949  0.000
C: 3.738528 -4.325721 -1.975154  0.004
N: 2.521188 -3.504553 -1.929796  0.030
C: 2.590573 -2.260941 -2.708931  0.002
C: 1.465266 -3.829273 -1.251008  0.017
C: 1.373619 -5.119153 -0.499050  0.003
O: 0.441189 -3.022214 -1.217373  0.187
H: 4.525975 -3.832371 -1.405741  0.001
H: 4.075979 -4.407504 -3.006782  0.001
H: 3.574459 -5.319087 -1.577850  0.000
H: 3.603483 -1.869998 -2.659594  0.000
H: 1.895051 -1.525931 -2.320729  0.000
H: 2.347643 -2.467254 -3.751241  0.001
H: 2.150567 -5.185939 0.262987  0.000
H: 1.482650 -5.967993 -1.174689  0.000
H: 0.403014 -5.182495 -0.016050  0.000
O: -1.497170 -0.131047 -1.905847  0.106
C: -0.886248 0.718825 -1.213820  0.012
O: -0.159889 0.178160 -0.261433  0.062
C: -0.904990 2.146272 -1.415890  0.004
C: -1.866613 2.751268 -2.237372  0.003
C: -1.832126 4.116755 -2.443741  0.000
C: -0.822240 4.886281 -1.868773  0.003
C: 0.110663 4.267209 -1.053569  0.000
C: 0.080601 2.919909 -0.801861  0.004
N: 1.168072 5.066715 -0.393881  0.000
O: 1.358416 6.175224 -0.812968  0.000
O: 1.747523 4.525561 0.528226  0.000
H: -2.633791 2.151316 -2.709023  0.000
H: -2.586410 4.594595 -3.052872  0.000
H: -0.750383 5.951311 -2.048732  0.000
H: 0.838852 2.487968 -0.164180  0.000
C: -4.550219 -1.469806 -1.647540  0.037
As: -3.120589 -2.771749 -1.677050  0.197
C: -2.648239 -2.820685 -3.555773  0.034
C: -4.015080 -4.454668 -1.354756  0.045
H: -5.336126 -1.853287 -2.298943  0.008
H: -4.182829 -0.523405 -2.036105  0.000
H: -4.947667 -1.339260 -0.643402  0.000
H: -3.525643 -3.149836 -4.112768  0.007
H: -1.825683 -3.509339 -3.738162  0.000
H: -2.365152 -1.818198 -3.871663  0.000
H: -4.855185 -4.475586 -2.050239  0.009
H: -4.391107 -4.521548 -0.336274  0.000
H: -3.355585 -5.296362 -1.553252  0.000

Cartesian forces, eV/Å:
0.472 0.764 -0.148
-0.127 0.072 -0.116
0.103 0.007 0.017
0.141 0.101 0.160
0.116 -0.321 -0.163
0.015 0.381 0.315
-0.347 -0.205 -0.016
0.046 -0.117 -0.005
0.160 0.136 0.058
-0.110 -0.232 0.022
0.037 0.021 -0.035
-0.010 -0.053 0.070
0.110 -0.035 0.026
-0.047 -0.057 -0.042
-0.014 0.004 0.055
-0.079 0.015 -0.018
-0.008 -0.007 -0.050
-0.015 -0.026 0.009
-0.085 0.049 0.004
-0.038 -0.135 -0.235
0.065 0.004 0.044
0.010 -0.042 0.006
-0.020 0.025 -0.113
-0.015 0.042 0.001
-0.040 0.028 -0.027
-0.067 -0.022 -0.018
0.111 0.060 -0.007
-0.007 0.124 0.012
-0.044 0.002 -0.038
0.217 -0.125 -0.075
-0.078 0.299 -0.086
-0.007 0.058 -0.091
0.178 -0.324 0.144
-0.167 0.094 0.069
-0.516 0.478 0.081
-0.066 0.040 0.059
-0.120 0.007 -0.039
-0.053 -0.005 0.002
0.011 -0.031 0.052
0.034 0.025 0.046
0.022 -0.060 0.004
0.028 -0.004 -0.025
0.026 0.003 -0.006
0.006 -0.021 0.017
-0.037 -0.611 0.197
-0.469 0.150 -0.459
0.674 -0.469 0.373
-0.001 -0.013 -0.038
-0.062 -0.046 -0.132
0.007 0.028 0.037
0.014 -0.003 -0.045
-0.116 0.024 0.026
0.129 -0.135 0.103
-0.053 -0.031 0.010
0.000 0.104 -0.024
0.078 -0.056 0.050
0.009 -0.005 0.012
0.029 -0.014 -0.042
-0.017 0.005 0.028
0.003 0.034 0.013
0.162 0.162 0.242
-0.749 -0.084 -0.654
0.308 0.077 0.064
0.239 -0.185 0.340
0.034 -0.061 -0.013
0.000 0.007 0.006
-0.002 -0.021 0.007
-0.047 -0.002 0.062
-0.030 -0.042 0.009
-0.023 -0.007 -0.031
0.034 0.072 -0.047
0.021 0.071 0.016
0.037 0.032 -0.027